Record 1
The molecule C3H7NO. Source: the OMol25 dataset; level of theory: ωB97M-V/def2-TZVPD.

Its relative energy (zero: lowest compared OMol25 entry of this formula, charge and spin) is 87.77 kcal/mol. For the largest force on an atom, the calculation gives 4.253 eV/A. The SMILES is C/C=[N+](\C)[O-].

Each line ends with the Löwdin charge.
Element x y z (Å)
C 0.0368 0.2748 -1.0575  -0.03
C -1.2824 0.7498 -0.3549  -0.05
C 0.7784 -0.6676 1.0228  -0.01
N 0.9765 -0.3461 -0.3981  -0.35
O 2.0516 -0.8707 -0.7676  -0.08
H 0.1553 0.5881 -2.0097  0.08
H -1.2926 1.6278 0.2209  0.06
H -1.5631 -0.0082 0.3213  0.04
H -1.9501 1.0021 -1.1031  0.05
H 1.3544 -0.0576 1.7292  0.10
H -0.2999 -0.5637 1.3331  0.08
H 1.0350 -1.7287 1.0635  0.10

***

Record 2
The molecule C10H14NOP. Source: the OMol25 dataset; level of theory: ωB97M-V/def2-TZVPD.

Its relative energy (zero: lowest compared OMol25 entry of this formula, charge and spin) is 164.32 kcal/mol. For the largest force on an atom, the calculation gives 3.364 eV/A.

Each line ends with the Löwdin charge.
Element x y z (Å)
C 1.7407 -1.2279 1.6515  -0.11
C 2.5547 -0.8549 0.6593  -0.08
C 0.4050 -0.7886 1.7446  -0.09
C -0.0123 0.1457 0.8777  -0.30
C 2.2824 0.1980 -0.2378  -0.44
C -1.5310 0.2017 0.7249  -0.11
C -2.1445 -1.1181 -0.0443  -0.25
C -1.4814 -1.3081 -1.3088  -0.42
C 0.6386 1.9423 -0.5717  -0.07
C -0.5026 2.9064 -0.4538  -0.05
N 0.8604 0.7956 0.0184  -0.02
O 2.9970 0.8459 -0.9790  0.04
P 0.2003 -1.5989 -1.3530  0.92
H 2.0410 -2.1140 2.2875  0.13
H 3.5232 -1.2689 0.5168  0.11
H -0.4068 -1.3340 2.3187  0.14
H -1.9805 0.3538 1.6712  0.10
H -1.8170 1.1310 0.1528  0.09
H -1.9849 -1.8663 0.6760  0.07
H -3.1965 -0.9672 -0.1143  0.09
H -1.7628 -0.6868 -2.1518  0.06
H 1.3943 2.1408 -1.2842  0.10
H -0.1437 3.8888 -0.2723  0.07
H -1.0528 2.6435 0.3886  0.04
H -1.0344 3.0388 -1.3829  0.09
H -0.0628 -2.0163 -2.5812  -0.12
H 0.4765 -3.0823 -0.9527  0.00

***

Record 3
A cluster of 2 separate species, C4H13N2O in total. Source: the OMol25 dataset; level of theory: ωB97M-V/def2-TZVPD.

Its charge is -1. Its relative energy (zero: lowest compared OMol25 entry of this formula, charge and spin) is 31.42 kcal/mol. For the largest force on an atom, the calculation gives 0.665 eV/A.

Each line ends with the Löwdin charge.
Element x y z (Å)
C -0.1613 0.6008 -0.8730  -0.54
O -1.0527 0.4951 0.1494  -0.38
C -0.5257 1.7653 -1.7957  -0.31
N 0.1861 1.7681 -3.0954  -0.04
H 0.8902 0.7291 -0.5054  0.08
H -0.0707 -0.3100 -1.5171  0.08
H -1.5864 1.6499 -2.0263  0.09
H -0.3935 2.7047 -1.2467  0.09
H -0.3898 2.1452 -3.8313  0.03
H 1.0455 2.3006 -3.0848  0.04
C 0.8960 -0.5332 2.4393  -0.18
N 0.9544 -1.7816 1.6847  -0.19
C -0.3903 -2.2563 1.3463  -0.17
H 0.2650 0.1526 1.8550  0.05
H 0.5008 -0.6465 3.4610  0.06
H 1.9071 -0.1121 2.4700  0.06
H 1.4819 -2.4946 2.1757  0.07
H -0.9268 -2.5988 2.2522  0.06
H -0.3336 -3.1045 0.6595  0.06
H -0.9378 -1.4180 0.8692  0.05

***

Record 4
A cluster of 2 separate species, C4H6BrOP in total. Source: the OMol25 dataset; level of theory: ωB97M-V/def2-TZVPD.

Its relative energy (zero: lowest compared OMol25 entry of this formula, charge and spin) is 147.17 kcal/mol. For the largest force on an atom, the calculation gives 4.682 eV/A.

Each line ends with the Löwdin charge.
Element x y z (Å)
C 0.4785 2.4908 0.7686  -0.07
C -0.9105 -2.1331 -0.8892  -0.04
C -0.1873 1.3351 0.6920  -0.39
C -0.3464 -0.9143 -0.9799  -0.45
O 0.5403 -2.1603 1.9126  -0.48
P 0.5447 -0.2425 0.3351  0.51
Br 2.5423 0.1943 -0.2763  0.45
H 0.0444 3.5036 0.9496  0.08
H 1.5065 2.5945 0.3415  0.02
H -1.6152 -2.5384 -1.7560  0.11
H -0.9091 -2.8545 -0.0454  0.05
H -1.2751 1.0610 0.9152  0.10
H -0.4130 -0.3363 -1.9678  0.10

***

Record 5
A cluster of 5 separate species, C27H43N3O15P in total. Source: the OMol25 dataset; level of theory: ωB97M-V/def2-TZVPD.

Its charge is +1. For the largest force on an atom, the calculation gives 2.690 eV/A.

Each line ends with the Löwdin charge.
Element x y z (Å)
C -4.7713 3.6902 -1.9379  0.02
C -4.0456 4.7098 -1.4925  -0.16
C -2.6006 4.5875 -1.0437  -0.14
C -1.9544 3.3868 -1.6583  -0.23
C -1.5302 3.3092 -2.9389  -0.29
P -1.7044 4.7298 -4.1025  0.93
C 0.0051 5.4462 -4.1256  -0.24
O -2.0002 4.1455 -5.6254  -0.29
N -1.0266 2.0220 -3.0999  0.19
C -1.1522 1.3460 -1.9735  -0.19
C -0.7727 -0.0579 -1.7736  -0.14
C -1.7003 -1.0029 -1.3414  0.01
C -1.1925 -2.2739 -1.2451  -0.03
C 0.1229 -2.5086 -1.5658  -0.10
N 1.0797 -1.6467 -1.9485  0.15
C 0.5183 -0.4437 -2.0302  -0.14
N -1.6977 2.1592 -1.0810  0.06
C -1.9917 1.8260 0.3255  -0.04
C -0.7829 2.2713 1.1773  -0.03
C -0.6566 1.4313 2.4393  -0.46
O -1.5998 1.0798 3.1123  0.11
O 0.6033 1.0959 2.8417  0.13
H -4.3617 2.8245 -2.4521  0.06
H -5.8476 3.7092 -1.8145  0.07
H -4.5294 5.6807 -1.4816  0.11
H -2.0856 5.4785 -1.4096  0.10
H -2.5321 4.6271 0.0440  0.12
H -0.0261 6.4660 -4.4931  0.04
H 0.3825 5.3967 -3.1022  0.04
H 0.6387 4.7951 -4.7346  0.04
H -2.2178 3.2069 -5.6113  0.05
H -0.6693 1.6956 -3.9843  0.18
H -2.7278 -0.7327 -1.1425  0.13
H -1.8258 -3.0978 -0.9506  0.12
H 0.4440 -3.5445 -1.4951  0.12
H 1.1874 0.3463 -2.3676  0.10
H -2.1752 0.7640 0.4140  0.12
H -2.8775 2.4008 0.5811  0.14
H 0.1212 2.1284 0.5850  0.09
H -0.8777 3.3126 1.4837  0.14
H 1.1991 1.2222 2.0894  0.09
C -4.7918 0.8255 9.4463  -0.04
O -3.6914 1.2988 8.6671  0.00
C -3.4494 0.5825 7.5697  -0.63
O -4.0649 -0.3859 7.2087  0.12
O -2.4082 1.1255 6.9406  0.01
C -2.0346 0.4513 5.7337  -0.05
H -4.8818 1.4884 10.3022  0.09
H -5.7149 0.8624 8.8704  0.10
H -4.6052 -0.1869 9.7999  0.10
H -2.8473 0.4730 5.0174  0.08
H -1.7406 -0.5766 5.9480  0.11
H -1.1868 0.9790 5.3251  0.07
C 2.9527 -4.6842 -3.9510  -0.04
O 1.8051 -5.4717 -3.6496  -0.01
C 1.1450 -5.9225 -4.7183  -0.63
O 1.4401 -5.7216 -5.8649  0.13
O 0.1011 -6.6323 -4.2896  0.00
C -0.7019 -7.1840 -5.3366  -0.04
H 3.3951 -4.3785 -3.0062  0.09
H 3.6885 -5.2607 -4.5088  0.10
H 2.6706 -3.7900 -4.5055  0.09
H -0.1184 -7.8704 -5.9470  0.10
H -1.1254 -6.3935 -5.9538  0.10
H -1.5093 -7.7331 -4.8604  0.09
C 2.2631 -2.5371 2.7288  -0.05
O 2.5914 -3.8792 3.0780  0.01
C 2.8761 -4.6666 2.0394  -0.62
O 2.8741 -4.3347 0.8813  0.11
O 3.1608 -5.8770 2.5046  0.01
C 3.4894 -6.8366 1.4962  -0.03
H 2.0548 -2.0095 3.6556  0.10
H 3.1007 -2.0542 2.2261  0.10
H 1.3737 -2.5103 2.0986  0.09
H 4.3761 -6.5271 0.9460  0.10
H 2.6515 -6.9825 0.8167  0.10
H 3.6983 -7.7722 2.0066  0.10
C 5.9909 4.1229 0.8320  -0.02
O 4.8574 3.2866 1.1011  0.02
C 4.2338 2.8453 0.0211  -0.62
O 4.5208 3.0767 -1.1209  0.14
O 3.2013 2.0801 0.4190  0.00
C 2.4444 1.5359 -0.6532  -0.08
H 6.4048 4.4118 1.7931  0.10
H 6.7451 3.5758 0.2703  0.10
H 5.6873 5.0174 0.2920  0.10
H 3.0621 0.8849 -1.2704  0.11
H 1.9997 2.3305 -1.2584  0.10
H 1.6472 0.9420 -0.2117  0.06

***

Number 1: E_tot -248.38662 hartree. Number 2: E_tot -860.59042 hartree. Number 3: E_tot -344.91078 hartree. Number 4: E_tot -3146.38699 hartree. Number 5: E_tot -2688.62804 hartree.